Computed, not measured: a 12-piece molecular cluster, C59H143N9O12 overall, with the ωB97M-V functional and the def2-TZVPD basis.

```
223
Properties=species:S:1:pos:R:3:forces:R:3
C -1.211931 4.733341 1.946620 0.14 0.72 0.22
C -1.760215 5.966339 1.239899 1.24 0.36 -1.17
C -0.567690 6.938467 0.886472 0.09 0.73 1.12
O -0.827998 7.963714 -0.041041 -2.61 0.27 0.06
C 0.225220 8.789900 -0.392402 0.88 0.01 -0.33
N -2.303221 5.572565 -0.075440 0.08 0.02 0.10
H -2.027501 4.012604 2.005666 0.45 -0.32 -0.20
H -0.901467 4.971999 2.963846 -0.06 0.08 0.16
H -0.308005 4.407858 1.431765 -0.25 -0.55 -0.12
H -2.493627 6.383709 1.929840 -0.11 0.63 -0.40
H 0.289340 6.425984 0.449487 0.16 -0.80 0.45
H -0.290589 7.476421 1.793062 0.46 -0.48 0.47
H 0.995256 8.118940 -0.773122 0.44 0.41 -0.74
H 0.731564 9.415391 0.342773 -0.31 -0.38 1.16
H -0.138467 9.568665 -1.062745 -0.05 -0.62 -0.62
H -3.312333 5.565869 -0.117097 -0.06 -0.15 0.10
H -1.988865 6.274617 -0.729968 -0.34 0.31 -0.29
C -5.970894 0.775238 -6.935035 0.95 0.61 0.09
C -4.543018 1.395962 -6.659687 -2.26 0.49 -0.37
C -4.431201 1.697351 -5.150169 2.06 0.41 -1.01
O -3.129244 2.396726 -4.954856 -1.40 -1.35 -0.64
C -2.830244 2.817499 -3.657577 -0.10 0.58 0.38
N -3.495406 0.581576 -7.173781 1.25 -1.34 0.63
H -6.198793 -0.151632 -6.408663 0.36 -0.03 0.20
H -6.080562 0.566766 -7.999275 0.00 0.08 -0.04
H -6.717764 1.514478 -6.645545 -0.10 -0.01 -0.09
H -4.471912 2.288598 -7.281169 -0.69 0.89 0.61
H -4.435527 0.712000 -4.684154 0.25 0.02 0.53
H -5.250058 2.305254 -4.765432 -0.04 0.09 -0.15
H -3.254749 3.805420 -3.478983 -0.26 0.25 0.13
H -1.753737 2.944355 -3.543011 0.08 -0.26 -0.18
H -3.182469 2.169981 -2.854612 -0.10 -0.35 -0.12
H -3.565890 0.419912 -8.168269 -0.33 0.04 -0.04
H -2.631307 1.086127 -7.036437 0.30 -0.13 0.11
C -3.645042 2.470455 4.218515 0.33 -0.39 1.49
C -3.104179 0.995606 4.323488 -0.43 0.93 0.75
C -4.012161 0.097267 5.259282 0.99 0.25 -0.92
O -4.060068 0.374578 6.638474 -0.75 0.56 -1.14
C -2.910685 0.147925 7.402096 -0.78 0.86 0.73
N -3.004754 0.373106 3.005323 -0.68 -0.41 0.06
H -3.620847 2.941078 5.201383 0.47 -0.23 0.49
H -4.719427 2.572693 4.065710 0.01 -0.49 -0.89
H -3.058293 3.173519 3.627294 -0.10 -0.49 -0.49
H -2.102732 0.951399 4.751562 0.18 0.66 0.42
H -3.600588 -0.908568 5.175520 -0.19 -0.47 -0.42
H -5.017714 0.164079 4.843964 -0.15 -0.27 0.29
H -3.289730 0.552582 8.340547 0.78 -0.10 0.45
H -2.071835 0.756585 7.064524 0.28 -0.25 -0.02
H -2.672875 -0.902270 7.571362 0.17 -0.20 -0.43
H -2.245205 0.768937 2.470053 0.11 0.85 -0.14
H -2.667752 -0.568699 3.145099 -0.36 -0.03 -0.04
C -8.839836 -0.802511 -3.960521 0.47 -0.71 -0.86
C -7.852156 -2.008246 -3.877270 0.20 1.14 -1.43
C -6.441857 -1.850527 -3.306499 -0.10 1.32 1.09
O -6.478015 -1.273286 -2.010877 -0.06 0.43 0.28
C -5.237288 -0.982387 -1.333476 -1.36 -0.91 -0.01
N -8.595406 -3.076173 -3.264741 0.26 0.18 0.34
H -9.613755 -1.102936 -4.666844 0.03 -0.24 -0.16
H -8.379247 0.062624 -4.437486 0.06 0.32 0.58
H -9.428730 -0.613482 -3.062983 0.69 0.29 0.32
H -7.562962 -2.261176 -4.897324 -0.53 -0.21 -0.49
H -5.828086 -1.191811 -3.920898 0.13 -0.14 -0.51
H -6.015082 -2.851606 -3.244823 0.35 -0.19 -0.18
H -4.732965 -0.054034 -1.601682 -0.18 0.09 -0.55
H -4.577418 -1.841308 -1.455649 0.34 0.03 0.15
H -5.574011 -0.890906 -0.300840 0.47 -0.01 0.14
H -8.510761 -2.695095 -2.333226 -0.68 -0.91 1.06
H -8.003693 -3.893941 -3.300066 -0.05 -0.43 0.25
C -1.967271 0.629079 -0.656384 0.64 0.41 1.95
C -0.833098 0.353452 0.447596 2.00 1.08 -1.79
C 0.532983 0.079512 -0.230295 -1.66 -0.33 -0.54
O 0.433099 -1.272661 -0.597395 1.80 -0.74 -0.22
C 1.621841 -1.748219 -1.215371 0.06 0.11 -0.04
N -0.559002 1.560551 1.243881 -1.88 0.94 0.17
H -2.261523 -0.179496 -1.325509 0.42 -0.31 0.37
H -1.718133 1.493753 -1.271493 0.41 0.00 0.07
H -2.831388 0.931746 -0.064938 -0.37 -0.10 -0.12
H -1.056734 -0.513189 1.069716 -0.23 0.12 0.07
H 1.397619 0.387340 0.357710 0.17 -0.75 0.67
H 0.662292 0.706557 -1.112450 -0.34 0.17 -0.41
H 1.502049 -2.816031 -1.398448 0.09 0.23 -0.29
H 2.552079 -1.639039 -0.657846 -0.15 0.01 1.01
H 1.892756 -1.170624 -2.099160 -0.57 -0.21 -0.66
H -0.577933 2.355719 0.621427 -0.33 0.20 -0.16
H 0.333968 1.677047 1.701199 0.25 -0.93 0.03
C -5.978002 2.112705 1.433100 1.29 0.44 1.17
O -5.769626 0.903235 2.079458 -1.68 -2.02 -0.01
H -6.189793 2.826349 2.229311 -0.30 0.73 -0.31
H -5.010739 2.374619 1.004246 -0.20 0.62 -0.74
H -6.804151 2.088560 0.722466 0.22 -0.30 -0.02
H -4.913699 0.763830 2.491212 0.79 0.37 -0.34
C 0.009962 4.862759 -2.360524 1.65 0.57 -1.75
O -0.288089 4.006192 -1.309419 -0.06 -0.59 -0.44
H 0.814243 5.541974 -2.077852 -0.06 0.48 0.13
H 0.432287 4.352031 -3.225910 0.25 -0.80 0.21
H -0.757240 5.415803 -2.902397 -0.84 0.14 0.91
H -0.989894 4.452493 -0.829961 -0.95 0.05 0.83
C -1.527989 -3.466109 -2.373850 0.27 -0.17 -0.13
O -0.429050 -4.372663 -2.429642 0.32 -0.01 -0.12
H -1.954191 -3.361543 -3.371608 -0.12 -0.14 0.02
H -2.251094 -3.890086 -1.677103 -0.26 0.42 -0.03
H -1.162213 -2.486168 -2.067217 -0.36 0.07 0.24
H 0.274314 -3.955295 -1.926966 0.00 -0.29 -0.07
C 3.165609 1.728996 -2.764712 0.53 0.32 -0.07
C 4.157901 2.342665 -1.763834 0.77 0.11 0.91
C 5.468289 2.893998 -2.448003 -0.39 1.14 0.36
C 6.364980 3.692187 -1.469271 -1.52 0.51 -0.06
C 5.529338 4.915669 -0.905640 0.54 -1.84 -1.20
C 4.225079 4.401660 -0.241032 0.64 1.77 0.93
N 3.458023 3.473047 -1.068596 1.83 0.32 -2.05
O 2.308334 3.022301 -0.439798 -0.10 -0.52 0.82
C 4.651032 3.929166 1.131738 -1.09 -0.47 1.56
C 3.302286 5.646956 -0.031088 -0.08 -0.27 -0.56
C 4.666433 1.281121 -0.752702 -0.63 -0.81 0.31
H 3.729007 1.062039 -3.417297 -0.11 -0.01 -0.19
H 2.698527 2.526042 -3.343202 0.14 0.02 -0.23
H 2.350913 1.154528 -2.323858 0.25 0.07 0.33
H 6.054435 2.126602 -2.953612 -0.33 -0.37 0.13
H 5.227673 3.648780 -3.196667 -0.41 -0.17 -0.38
H 7.257089 4.060476 -1.975824 0.00 -0.06 -0.04
H 6.677609 3.070873 -0.630029 0.12 0.04 0.04
H 5.258495 5.630845 -1.682344 0.25 -0.10 -0.31
H 6.249536 5.384924 -0.235412 -0.71 0.36 0.50
H 4.948803 4.758874 1.772845 0.30 0.25 -0.31
H 3.745569 3.593510 1.637286 -0.12 -0.47 0.16
H 5.400413 3.147264 1.254780 0.02 0.04 -0.50
H 2.297134 5.362753 0.280326 0.11 -0.17 0.30
H 3.689790 6.401260 0.653730 0.21 -0.23 0.14
H 3.165760 6.140795 -0.993160 0.08 0.02 -0.19
H 5.744943 1.127301 -0.788138 -0.03 0.17 0.12
H 4.228162 0.295491 -0.909391 -0.08 -0.13 -0.47
H 4.349789 1.476481 0.271834 0.20 0.37 -0.01
H 1.601546 3.389582 -0.975660 -0.56 0.04 0.09
C 2.235313 -1.864511 5.417106 0.84 -0.68 -1.21
C 2.588645 -0.539206 4.760467 -0.28 2.68 0.66
C 1.362101 0.458040 4.930023 0.44 -0.04 -0.85
C 1.684323 1.919694 4.537984 0.17 -0.36 0.33
C 2.668222 2.349745 5.561511 1.36 0.77 -0.35
C 4.047413 1.562467 5.437338 -1.05 -0.96 2.62
N 3.781033 0.094512 5.505770 -5.41 1.28 -0.47
O 4.811025 -0.749519 5.510909 2.63 -1.11 -0.04
C 4.782031 1.921918 4.197442 0.47 0.89 -0.47
C 4.807666 1.890447 6.780891 0.20 -0.56 -0.62
C 2.750868 -0.729319 3.241999 0.97 0.26 0.00
H 3.082453 -2.542527 5.313502 0.36 0.05 0.17
H 1.553628 -2.332416 4.706841 -0.74 -0.09 0.60
H 1.943398 -1.902436 6.466607 -0.36 0.48 -0.21
H 0.537093 0.079694 4.326436 -0.16 -0.29 0.08
H 1.085195 0.449699 5.984227 -0.22 0.04 0.02
H 0.897600 2.673860 4.557909 -0.79 -0.62 0.12
H 2.164838 2.131940 3.582920 -0.15 -0.80 -0.46
H 2.180721 2.415009 6.534237 0.45 -0.87 0.41
H 2.830332 3.410964 5.372740 0.81 0.20 -0.09
H 4.919638 2.999241 4.289826 0.34 0.17 -0.64
H 5.748035 1.433949 4.067751 0.08 -0.03 0.47
H 4.237432 1.673553 3.286506 -0.21 0.28 0.12
H 5.809153 1.461614 6.746186 0.23 0.30 -0.09
H 4.839851 2.944069 7.058289 0.15 0.13 -0.47
H 4.339927 1.393450 7.630779 -0.42 -0.12 -0.22
H 1.854982 -1.178043 2.812879 0.16 -0.36 -0.01
H 3.672526 -1.262269 3.008296 -0.21 -0.66 0.03
H 2.914680 0.194972 2.687971 -0.32 0.36 0.30
H 4.733467 -1.141882 6.383625 0.54 -0.32 0.10
C 6.497896 -5.804461 -5.397211 -0.73 0.07 -1.20
C 5.186494 -5.107419 -5.882201 0.08 1.19 -0.13
C 4.078483 -5.873231 -5.180142 -0.83 0.15 0.32
C 3.769889 -5.512285 -3.718324 -0.10 -0.99 -1.00
C 3.726967 -4.047849 -3.476566 1.32 0.99 0.24
C 4.987464 -3.264359 -4.099083 -2.28 1.10 0.11
N 5.125166 -3.629367 -5.526572 -1.34 -0.73 0.02
O 6.200908 -2.889159 -6.120727 -0.68 -1.23 0.71
C 4.621297 -1.764393 -4.076215 -0.01 0.10 -0.24
C 6.233472 -3.419545 -3.270875 1.42 -1.55 0.59
C 4.921974 -5.182373 -7.424333 1.39 -0.56 0.02
H 7.377476 -5.251535 -5.726943 0.23 -0.12 0.38
H 6.535298 -6.786102 -5.869538 0.12 -0.02 -0.20
H 6.429473 -6.015184 -4.329968 0.35 0.42 0.00
H 3.162297 -5.778053 -5.762938 -0.13 0.14 0.01
H 4.325006 -6.934974 -5.176711 0.08 -0.08 -0.35
H 4.463254 -6.009426 -3.039945 0.19 0.03 0.02
H 2.793218 -5.966594 -3.551529 -0.05 0.04 0.44
H 3.787937 -3.922056 -2.395561 0.10 0.39 0.18
H 2.763779 -3.612989 -3.743526 0.19 0.16 -0.59
H 3.737054 -1.534474 -4.670651 0.11 -0.19 -0.31
H 4.392143 -1.371485 -3.085651 0.23 -0.33 0.35
H 5.482799 -1.217587 -4.459518 -0.18 0.22 -0.08
H 6.106849 -4.188295 -2.508575 -0.14 0.00 0.25
H 7.049767 -3.848002 -3.852411 0.13 0.05 -0.17
H 6.704933 -2.572007 -2.773378 -0.64 0.41 -0.15
H 4.193393 -4.549035 -7.930434 -0.48 0.21 1.06
H 4.678054 -6.215192 -7.673114 0.03 -0.12 -0.05
H 5.822797 -4.926169 -7.981982 0.35 -0.18 0.12
H 6.902208 -3.307489 -5.615968 1.21 0.47 -0.30
C -3.064616 -3.079081 1.026187 0.97 0.58 -0.51
C -2.128378 -3.870239 1.975322 -2.74 1.07 0.06
C -1.687319 -2.790253 3.053406 0.61 -0.96 -2.27
C -1.210563 -3.394030 4.298113 -0.51 0.51 1.41
C -2.396558 -4.155880 4.922092 0.65 0.47 -1.09
C -2.852841 -5.321069 3.967518 0.34 -0.25 2.43
N -3.073875 -4.837613 2.637795 0.07 0.97 -0.36
O -3.742885 -5.761717 1.767053 0.26 1.05 0.68
C -1.770200 -6.392876 4.131146 -0.78 -0.69 0.20
C -4.189467 -5.858476 4.585007 0.22 -0.57 -1.19
C -0.984843 -4.516870 1.216519 0.29 -0.55 0.39
H -2.465379 -2.296827 0.560246 0.31 0.08 -0.35
H -3.829609 -2.494340 1.537023 -0.24 -0.58 0.25
H -3.477201 -3.668925 0.207670 -0.15 -0.15 0.29
H -0.843477 -2.297408 2.570564 -0.06 0.50 -0.20
H -2.466666 -2.059951 3.271094 -0.13 -0.73 -0.26
H -0.927913 -2.578471 4.963743 0.01 0.14 0.32
H -0.262764 -3.910112 4.145050 -0.27 -0.69 0.09
H -3.267820 -3.510962 5.036539 0.09 0.50 -0.21
H -2.081675 -4.344452 5.948430 -0.36 -1.28 -0.05
H -0.734046 -6.057955 4.179199 -0.16 0.16 -0.15
H -2.055271 -6.831841 5.087261 0.59 -0.42 0.08
H -1.881383 -7.167020 3.371900 0.15 -0.16 -0.06
H -4.149781 -6.012967 5.663277 0.19 0.36 -0.01
H -5.049482 -5.260908 4.282727 0.19 0.37 0.24
H -4.407627 -6.837029 4.157293 0.06 -0.19 -0.05
H -0.292136 -3.855038 0.696682 -0.14 0.51 0.31
H -1.329380 -5.183555 0.426004 -0.31 -0.15 0.13
H -0.424747 -5.107140 1.941771 0.32 -0.16 -0.16
H -3.166112 -6.498453 1.552191 0.62 -0.22 0.07
```
Forces are in eV/Å.

Results
Kohn-Sham gap, eV: 8.578
HOMO, eV: -8.15
SMILES: CC1(C)CCCC(C)(C)N1O.CC1(C)CCCC(C)(C)N1O.CC1(C)CCCC(C)(C)N1O.CC1(C)CCCC(C)(C)N1O.COC[C@H](C)N.COC[C@H](C)N.COC[C@H](C)N.COC[C@H](C)N.COC[C@H](C)N.CO.CO.CO
2S+1: 1